No. 1
An isolated molecule of C4H4FN3, computed with wB97M-V/def2-TZVPD.

The geometry in XYZ format:
```
12
Properties=species:S:1:pos:R:3:forces:R:3:nbo_charge:R:1
C -0.2344 0.6320 1.4730 1.596 -1.211 1.208 0.219
C -0.5453 1.0294 0.2415 -0.029 0.892 -0.949 -0.008
C 0.1542 -0.6579 -1.6213 -0.016 0.018 -1.508 0.270
C 0.5287 -0.5814 1.8474 -0.859 0.478 0.082 0.199
H -0.8291 2.0988 0.1613 -0.209 -0.912 0.183 0.237
H -0.8427 1.0178 -1.8004 0.205 -0.402 1.443 0.408
H 0.0814 -0.5974 -2.7438 0.002 0.274 1.074 0.163
H 0.6786 -1.6650 -0.1355 0.515 -0.187 -0.509 0.344
N -0.5131 0.4124 -1.0220 -0.562 1.371 -0.746 -0.616
N 0.7761 -1.6365 -1.1626 -0.195 -0.506 1.406 -0.629
N 1.1027 -1.5233 2.1944 -0.377 0.737 -0.273 -0.276
F -0.3569 1.4710 2.5681 -0.071 -0.553 -1.411 -0.311
```
Positions in Å, forces in eV/Å.

The value obtained for the orbital gap is 0.35380 Ha. Its SMILES is [H]/N=C\N/C=C(/F)C#N. Its energy above the lowest of the compared OMol25 structures with the same formula, charge and spin is 43.0 kcal per mole. As for the molecular weight: 113.10 g mol⁻¹.

=====

No. 2
A cluster of 3 separate species, C4H4FNOS in total, computed with wB97M-V/def2-TZVPD.

The geometry in XYZ format:
```
12
Properties=species:S:1:pos:R:3:forces:R:3:nbo_charge:R:1
C 0.6323 -0.8588 1.1772 -0.047 -1.807 -0.007 0.024
C -0.3689 -0.1936 0.5660 -2.313 1.250 0.069 0.148
C -0.2745 0.6542 -0.6733 2.762 -1.028 0.840 0.331
C -1.5247 1.2865 -1.1135 -3.639 1.659 -3.068 -0.235
H 1.8585 -0.1394 -0.2925 -0.136 0.605 -2.490 0.416
H 2.3842 -2.1077 0.8108 -0.881 4.686 -1.453 0.298
H 0.4993 -1.8342 2.0643 0.386 3.796 -2.737 0.245
H -2.1813 2.1053 -0.0926 2.011 -2.765 -3.617 0.285
N 1.8301 -0.5732 0.5771 2.361 -7.442 5.844 -0.655
O 0.8318 0.8131 -1.2678 -2.802 0.121 0.747 -0.557
F -1.6313 -0.1479 1.1522 0.721 -0.248 -0.425 -0.344
S -2.0555 0.9955 -2.9079 1.578 1.173 6.296 0.044
```
Positions in Å, forces in eV/Å.

The value obtained for the orbital gap is 0.25951 Ha. Its energy above the lowest of the compared OMol25 structures with the same formula, charge and spin is 189.6 kcal per mole. As for the molecular weight: 133.15 g mol⁻¹.

=====

No. 3
An isolated molecule of C4H4FNOS, computed with wB97M-V/def2-TZVPD.

The geometry in XYZ format:
```
12
Properties=species:S:1:pos:R:3:forces:R:3:nbo_charge:R:1
C 2.2452 -0.0109 -0.0850 2.053 -0.944 0.410 0.286
C 1.5809 -0.5100 0.9360 -1.495 -2.274 0.893 -0.343
C 0.0893 -0.3658 0.7011 -1.141 -0.227 1.509 -0.039
C -1.9417 0.0548 -0.3683 -6.123 2.877 0.836 -0.126
H 3.3083 -0.1114 -0.1749 0.495 0.138 -0.202 0.170
H 1.9487 -1.4234 1.7825 -0.853 3.532 -2.798 0.274
H -0.4886 -0.6531 1.5408 -0.012 -0.062 1.714 0.182
H -3.1107 0.3731 -0.4219 3.031 -0.597 -0.320 0.221
N -1.7265 -1.1776 -0.5057 0.436 1.372 0.109 -0.116
O -0.4003 -1.2825 -0.2315 3.451 -2.413 -1.240 -0.389
F 1.7084 0.5629 -1.1501 -0.296 0.350 0.196 -0.306
S -0.8492 1.2652 0.3696 0.453 -1.751 -1.105 0.186
```
Positions in Å, forces in eV/Å.

The value obtained for the orbital gap is 0.34778 Ha. Its SMILES is F/C=C\[C@@H]1ON=CS1. Its energy above the lowest of the compared OMol25 structures with the same formula, charge and spin is 101.4 kcal per mole. As for the molecular weight: 133.15 g mol⁻¹.

=====

No. 4
An isolated molecule of C4H4FNS2, computed with wB97M-V/def2-TZVPD.

The geometry in XYZ format:
```
12
Properties=species:S:1:pos:R:3:forces:R:3:nbo_charge:R:1
C -1.6705 -0.1963 0.0925 2.008 -0.021 -0.314 0.380
C -1.9717 -1.1625 0.9225 -0.460 -0.314 -0.156 -0.486
C -0.3552 0.0167 -0.6437 0.213 0.283 0.081 -0.573
C 1.8574 0.5987 0.7167 0.324 -0.856 -0.274 -0.092
H -1.2846 -1.9863 0.9707 0.199 -0.087 0.360 0.232
H -2.9266 -1.2147 1.4210 -0.048 0.013 0.014 0.225
H -0.5702 0.1805 -1.7012 -0.077 0.141 0.077 0.256
H 2.6649 1.0662 1.2743 -0.450 0.460 0.147 0.227
N 1.9909 -0.6553 0.5330 -0.615 0.394 -0.500 -0.543
F -2.4507 0.8210 -0.2142 -1.177 0.866 0.095 -0.323
S 0.5764 1.5298 -0.0609 -0.213 -0.514 0.053 0.262
S 0.8659 -1.3041 -0.5826 0.296 -0.363 0.418 0.434
```
Positions in Å, forces in eV/Å.

The value obtained for the orbital gap is 0.34728 Ha. Its SMILES is C=C(F)[C@H]1SC=NS1. Its energy above the lowest of the compared OMol25 structures with the same formula, charge and spin is 21.3 kcal per mole. As for the molecular weight: 149.22 g mol⁻¹.

=====

No. 5
A structure of composition C4H4I2, computed with wB97M-V/def2-TZVPD.

The geometry in XYZ format:
```
10
Properties=species:S:1:pos:R:3:forces:R:3:nbo_charge:R:1
C 1.5228 -0.4679 0.2475 1.957 3.209 1.408 -0.186
C -1.5274 -0.8042 0.2925 3.875 -1.630 2.270 -0.166
C 1.9739 0.5807 0.7865 -1.883 -4.862 -2.425 -0.251
C -2.3699 -0.0939 -0.1029 -4.279 1.577 -2.370 -0.271
I 4.4423 0.7843 0.0047 0.491 -0.056 -0.244 -0.077
I -1.4508 2.5641 -0.0522 0.065 0.086 0.031 -0.057
H 1.4105 -1.3684 -0.3462 -0.040 0.580 0.347 0.258
H -0.6314 -1.0699 0.8113 -0.270 -0.473 -0.121 0.237
H 2.1838 1.3996 1.3834 -0.236 1.142 0.830 0.257
H -3.3006 0.0944 -0.6091 0.319 0.427 0.274 0.257
```
Positions in Å, forces in eV/Å.

The value obtained for the orbital gap (spin up / spin down) is 0.25933 / 0.23883 Ha. Its energy above the lowest of the compared OMol25 structures with the same formula, charge and spin is 112.2 kcal per mole. As for the molecular weight: 305.88 g mol⁻¹.

=====

No. 6
An isolated molecule of C4H4I2, computed with wB97M-V/def2-TZVPD.

The geometry in XYZ format:
```
10
Properties=species:S:1:pos:R:3:forces:R:3:nbo_charge:R:1
C 1.0708 0.6214 -0.1547 0.198 1.146 -1.879 -0.241
C -0.3637 0.2484 0.6426 4.113 3.510 -2.004 -0.220
C 2.2365 1.4555 -0.1509 -3.611 -1.574 2.155 -0.403
C -1.4540 0.9656 0.7385 -2.367 -0.234 0.182 -0.344
I 3.7895 1.2038 -1.5233 -0.412 0.074 0.093 0.170
I -1.8615 2.8363 -0.2381 0.459 -0.907 0.757 0.137
H 0.8782 0.0317 -1.1435 1.036 0.814 1.742 0.206
H -0.2510 -0.7599 0.7938 -0.373 -2.282 1.161 0.221
H 2.5013 2.2096 0.6809 -0.634 -1.478 -1.398 0.236
H -2.4035 0.4894 1.1818 1.593 0.928 -0.808 0.236
```
Positions in Å, forces in eV/Å.

The value obtained for the orbital gap is 0.33473 Ha. Its SMILES is I/C=C\C=C\I. Its energy above the lowest of the compared OMol25 structures with the same formula, charge and spin is 38.7 kcal per mole. As for the molecular weight: 305.88 g mol⁻¹.

=====

No. 7
An isolated molecule of C4H4IN, computed with wB97M-V/def2-TZVPD.

The geometry in XYZ format:
```
10
Properties=species:S:1:pos:R:3:forces:R:3:nbo_charge:R:1
C -1.4393 0.1522 -0.7442 -0.637 -1.641 -0.679 0.286
C -0.2939 -0.8907 -0.6617 -0.449 1.118 1.623 -0.591
C -0.2886 1.3502 0.5515 3.829 -0.867 2.681 0.167
C 0.6003 -0.2174 0.5452 -1.760 2.071 -3.842 -0.370
N -1.1649 1.4147 -0.3553 -0.208 -0.424 -0.757 -0.515
I 2.7418 -0.2625 0.0257 -0.979 0.447 0.449 0.087
H -0.7117 -1.9090 -0.3661 0.433 1.445 -0.202 0.248
H 0.1189 -1.0410 -1.6799 0.284 0.413 0.668 0.265
H -0.0661 2.2314 1.3016 -0.330 -1.989 -1.525 0.216
H 0.5035 -0.8279 1.3831 -0.183 -0.571 1.586 0.207
```
Positions in Å, forces in eV/Å.

The value obtained for the orbital gap (spin up / spin down) is 0.28475 / 0.27605 Ha. Its energy above the lowest of the compared OMol25 structures with the same formula, charge and spin is 114.6 kcal per mole. As for the molecular weight: 192.99 g mol⁻¹.

=====

No. 8
A structure of composition C4H4KO, computed with wB97M-V/def2-TZVPD.

The geometry in XYZ format:
```
10
Properties=species:S:1:pos:R:3:forces:R:3:nbo_charge:R:1
H 0.8010 -0.5583 -1.5803 -0.510 0.056 0.129 0.206
C -0.2384 -0.4602 -1.3255 0.041 0.227 0.244 -0.562
C -1.4044 -0.2469 -0.9984 -0.165 -0.549 -0.465 0.037
C -2.7971 -0.2221 -0.6841 0.080 0.324 -0.632 -0.994
H -3.4165 -0.4477 -1.5664 0.272 -0.198 -0.118 0.168
H -3.1726 0.7516 -0.3354 0.317 -0.397 0.419 0.199
C -3.5588 -0.0397 2.6584 -0.127 -1.666 0.471 -0.106
O -2.7351 -0.8847 3.1348 -0.649 0.981 -0.181 -0.800
K -3.5680 -2.3572 1.2315 0.311 0.812 -0.237 0.870
H -3.7866 0.7829 3.4060 0.430 0.411 0.370 -0.018
```
Positions in Å, forces in eV/Å.

The value obtained for the orbital gap is 0.13200 Ha. Its energy above the lowest of the compared OMol25 structures with the same formula, charge and spin is 24.3 kcal per mole. As for the total charge: -1. As for the molecular weight: 107.17 g mol⁻¹.

=====

No. 9
A structure of composition C4H4LaO2, computed with wB97M-V/def2-TZVPD.

The geometry in XYZ format:
```
11
Properties=species:S:1:pos:R:3:forces:R:3:mulliken_charge:R:1
O -0.4207 1.3961 -0.5953 -0.298 -1.909 -2.243 -0.764
C -0.1553 1.2452 0.7369 0.140 -1.901 1.867 0.198
H -0.8548 1.7908 1.3959 0.413 -0.081 -0.390 0.366
C 1.2346 0.9434 1.1673 -0.541 -0.880 -0.118 -0.350
C 1.0421 0.0351 2.3589 -0.207 0.081 0.061 -0.485
C 0.1900 -0.2875 1.1827 0.753 3.260 0.952 0.333
O 0.2454 -1.3595 0.3835 -1.114 0.033 -3.445 -0.790
La -0.6509 -0.6039 -1.6367 1.172 1.212 3.428 1.816
H 2.1051 0.9472 0.5102 -0.301 0.082 0.255 0.232
H 0.5677 0.4297 3.2700 0.270 -0.169 -0.326 0.202
H 1.8674 -0.6625 2.5444 -0.285 0.271 -0.041 0.242
```
Positions in Å, forces in eV/Å.

The value obtained for the orbital gap is 0.18643 Ha. Its energy above the lowest of the compared OMol25 structures with the same formula, charge and spin is 3.5 kcal per mole. As for the total charge: +1. As for the molecular weight: 222.98 g mol⁻¹.

=====

No. 10
A structure of composition C4H4LiMgO5, computed with wB97M-V/def2-TZVPD.

The geometry in XYZ format:
```
15
Properties=species:S:1:pos:R:3:forces:R:3:mulliken_spin:R:1
O -0.5028 1.4882 -0.3674 0.163 0.449 -0.027 0.007
O -0.3562 -0.3697 0.7829 -0.809 1.048 -0.079 -0.011
C 1.6813 -2.0576 -0.3865 0.519 -0.477 0.019 0.907
C 3.0602 -1.4979 -0.1995 -0.311 -0.237 -0.003 -0.048
O 2.9930 -0.0968 -0.1000 -0.255 0.805 0.102 0.073
C -1.0720 0.5048 0.1878 1.347 -1.173 0.284 0.015
H 1.2888 -2.7766 0.3383 -0.160 0.358 -0.484 0.011
H 1.1475 -1.8194 -1.3135 0.045 -0.201 0.434 0.001
H 3.6960 -1.7891 -1.0573 -0.043 0.144 0.163 0.043
H 3.5213 -1.9328 0.7068 -0.099 0.113 -0.246 -0.001
O -3.0494 -0.8639 0.1938 -0.093 0.124 0.051 0.000
O -3.3040 1.2919 -0.2109 -0.172 -0.013 0.115 0.000
C -2.5878 0.2951 0.0527 -0.660 -0.041 -0.111 -0.003
Mg 1.3209 0.7027 0.1695 -0.354 -0.993 -0.211 0.006
Li -4.8135 0.0143 -0.0565 0.883 0.094 -0.008 0.000
```
Positions in Å, forces in eV/Å.

The value obtained for the orbital gap (spin up / spin down) is 0.25995 / 0.30426 Ha. As for the spin multiplicity: 2. Its energy above the lowest of the compared OMol25 structures with the same formula, charge and spin is 0.0 kcal per mole. As for the molecular weight: 163.32 g mol⁻¹.

=====

No. 11
A structure of composition C4H4LiO2, computed with wB97M-V/def2-TZVPD.

The geometry in XYZ format:
```
11
Properties=species:S:1:pos:R:3:forces:R:3:nbo_charge:R:1
O -2.3877 -1.6248 0.9237 0.979 0.904 0.468 -0.435
C -1.4031 -1.0649 1.3621 -0.705 -1.368 -0.021 0.360
C -0.6789 -0.1039 0.5039 3.953 0.878 -1.238 -0.129
H -0.9748 -1.3141 2.3525 -0.122 0.081 -0.121 0.150
H -1.1855 0.8387 0.2741 -0.039 -0.443 -0.305 0.233
C 0.6998 -0.2540 0.1277 -5.318 -2.711 -0.328 -0.348
C 1.3181 0.5675 -0.8805 -0.246 2.708 5.140 0.481
O 0.8093 1.0802 -1.8536 0.799 -2.331 1.869 -0.743
Li 0.6196 1.9407 -3.0706 -0.623 2.207 -3.314 0.986
H 1.1780 -1.2021 0.3852 0.309 0.471 0.389 0.265
H 2.0053 1.1367 -0.1247 1.013 -0.397 -2.540 0.180
```
Positions in Å, forces in eV/Å.

The value obtained for the orbital gap is 0.30415 Ha. Its energy above the lowest of the compared OMol25 structures with the same formula, charge and spin is 27.0 kcal per mole. As for the total charge: +1. As for the molecular weight: 91.01 g mol⁻¹.

=====

No. 12
A structure of composition C4H4LiO2Pb, computed with wB97M-V/def2-TZVPD.

The geometry in XYZ format:
```
12
Properties=species:S:1:pos:R:3:forces:R:3:mulliken_spin:R:1
O -4.7316 0.6458 -3.8071 0.203 0.364 0.867 0.060
C -4.2910 0.3104 -2.6373 1.481 -0.511 -0.950 0.465
C -4.8820 0.7363 -1.4672 -0.600 -0.793 -0.245 0.020
H -4.0334 0.7500 -4.4724 -0.007 -0.493 -0.327 -0.006
H -4.7655 0.0663 -0.6063 -0.140 0.004 -0.110 0.004
H -5.8158 1.3067 -1.5507 0.072 -0.256 0.096 0.018
C -2.2714 -0.6346 -2.6494 -0.574 1.358 0.095 -0.201
C -1.5540 0.0808 -1.8812 -1.075 -1.624 -1.351 0.581
O -1.5598 1.0086 -0.9918 2.137 -0.527 0.601 0.034
Pb -3.2494 2.1629 -0.6740 -1.713 2.689 1.008 0.027
H -2.1797 -1.2852 -3.5078 -0.175 -0.088 0.309 -0.005
Li -0.0389 0.8738 0.1490 0.390 -0.122 0.008 0.003
```
Positions in Å, forces in eV/Å.

The value obtained for the orbital gap (spin up / spin down) is 0.25381 / 0.30311 Ha. As for the spin multiplicity: 2. As for the total charge: +2. As for the molecular weight: 298.21 g mol⁻¹.

=====

molecular weight of number 8 (C4H4KO)?
107.17 g mol⁻¹

=====

Which of these has the lowest molecular weight?
C4H4LiO2